Record 1
60
Properties=species:S:1:pos:R:3:forces:R:3:nbo_charge:R:1 method="wB97M-V/def2-TZVPD" total_charge=0 homo_lumo_gap_ev=8.96 e_lumo_ev=0.471 energy_ev=-50520.1453 de_lowest_kcal_mol=1.6
C -3.11156 5.28339 -1.96245 0.1 0.0 0.1 -0.5949
C -1.86368 5.11323 -1.09367 0.0 0.0 -0.1 -0.4952
C -1.28557 3.72789 -1.30076 -0.1 0.4 0.2 0.7036
O -0.44222 3.51556 -2.14788 0.1 0.0 -0.3 -0.6173
N -1.78698 2.72956 -0.51256 0.0 0.0 0.0 -0.4648
C -2.72900 2.92357 0.59050 -0.3 0.4 0.3 -0.2104
C -2.94439 1.53625 1.21851 0.0 -0.1 0.0 -0.4220
C -2.15630 0.62843 0.32427 0.1 0.0 -0.2 -0.0579
C -2.06378 -0.74366 0.34056 0.0 0.1 0.1 -0.1792
C -1.31286 -1.36642 -0.64515 0.0 -0.7 0.1 -0.3545
S -1.41045 -3.15821 -0.70374 -0.1 -0.1 -0.3 2.3194
O -1.75709 -3.61303 0.61386 0.2 0.2 0.1 -0.9568
O -2.24990 -3.52179 -1.80468 0.2 0.1 -0.2 -0.9275
N 0.09526 -3.77222 -1.03258 -0.9 0.3 0.1 -0.8490
C 1.09949 -3.57037 -0.01438 0.4 -0.1 0.0 -0.1606
C 1.87187 -2.29177 -0.33150 -0.2 -0.1 0.5 0.6902
O 2.17954 -2.00865 -1.47247 0.1 -0.1 -0.4 -0.6501
N 2.18616 -1.52506 0.73050 0.1 0.1 0.3 -0.6068
C 2.93755 -0.29663 0.59437 0.2 0.1 -0.1 -0.2499
C 2.11426 0.94752 0.81807 0.0 0.0 -0.1 -0.0407
C 1.25044 1.04769 1.90140 0.1 0.1 -0.2 -0.1878
C 0.54394 2.21316 2.13476 -0.1 0.2 0.0 -0.3100
C 0.72034 3.27967 1.27415 0.2 -0.2 0.0 0.4510
F 0.03738 4.42505 1.51190 0.0 0.0 -0.1 -0.3465
C 1.56445 3.20925 0.18340 -0.1 0.2 0.2 -0.2890
C 2.25212 2.03114 -0.04029 0.0 -0.1 0.2 -0.1727
C 2.05778 -4.78135 0.03365 -0.2 0.0 0.2 -0.2068
C 1.25946 -6.04989 0.31484 0.1 0.2 -0.2 -0.6085
C 3.14365 -4.58077 1.08759 0.0 0.0 -0.4 -0.6095
C -0.64907 -0.63767 -1.61227 0.0 0.0 0.0 -0.1777
C -0.71271 0.74911 -1.61607 0.1 0.0 -0.2 -0.2492
C -1.49178 1.37490 -0.65390 0.0 -0.6 0.0 0.2580
H -3.50560 6.29115 -1.85632 -0.1 0.0 0.0 0.2154
H -2.85994 5.11737 -3.00709 0.0 0.0 -0.1 0.2199
H -3.89093 4.57761 -1.68362 -0.1 0.0 0.0 0.1993
H -1.10627 5.82591 -1.42335 0.0 -0.1 0.1 0.2344
H -2.09106 5.30913 -0.04781 0.0 0.0 0.0 0.2163
H -3.66880 3.33263 0.21051 0.1 0.0 0.1 0.2016
H -2.31525 3.62845 1.31476 -0.1 0.0 -0.1 0.2130
H -2.57493 1.49314 2.24418 0.0 0.0 0.0 0.2197
H -3.99806 1.25641 1.23441 0.0 0.0 0.0 0.2273
H -2.57035 -1.35054 1.07363 -0.1 0.0 0.2 0.2441
H 0.42843 -3.55544 -1.96172 0.0 0.1 -0.2 0.4213
H 0.55650 -3.49184 0.93196 0.2 0.0 0.1 0.2316
H 1.87139 -1.79670 1.64707 0.0 -0.1 -0.1 0.3986
H 3.77245 -0.31038 1.30638 0.0 0.0 -0.1 0.2062
H 3.33981 -0.29495 -0.42128 0.0 0.0 0.2 0.2447
H 1.12763 0.21671 2.57970 0.0 -0.1 0.1 0.2056
H -0.12015 2.30587 2.97980 -0.1 0.0 0.1 0.2260
H 1.66774 4.05292 -0.47866 0.0 0.1 -0.1 0.2431
H 2.90888 1.95718 -0.89277 0.1 0.0 -0.1 0.2213
H 2.52757 -4.86255 -0.95185 0.0 0.0 0.0 0.2087
H 0.45641 -6.15306 -0.40871 -0.1 -0.1 0.0 0.2321
H 1.90490 -6.92295 0.25742 0.0 -0.1 0.0 0.2098
H 0.81795 -6.00461 1.30760 -0.1 0.0 0.2 0.2039
H 3.76877 -3.72265 0.85237 0.1 0.1 0.1 0.2115
H 3.77973 -5.46149 1.13041 0.1 -0.1 0.1 0.2193
H 2.69954 -4.43581 2.07064 0.0 0.0 0.2 0.1977
H -0.07774 -1.14505 -2.37276 0.1 0.0 -0.1 0.2379
H -0.19498 1.32568 -2.36287 0.0 0.0 0.0 0.2627

Record 2
55
Properties=species:S:1:pos:R:3:forces:R:3:nbo_charge:R:1 method="wB97M-V/def2-TZVPD" total_charge=0 homo_lumo_gap_ev="5.48 / 5.48" e_lumo_ev="0.515 / 0.515" energy_ev=-82262.9257
C 2.53550 0.09730 2.99379 0.3 1.0 -1.0 -0.2682
C 2.61557 -0.55950 1.73099 -0.5 1.0 0.2 -0.2344
C 2.13304 0.33124 0.72354 0.6 0.1 0.4 -0.4367
H 3.06085 -1.53453 1.55473 -0.5 0.1 0.0 0.2323
C 1.80413 1.60577 1.37910 0.8 -0.2 0.6 -0.5178
C 2.05423 1.41909 2.79758 1.1 -0.3 -0.5 -0.3118
H 1.66721 2.55678 0.85663 -0.2 -0.5 0.3 0.2697
C -1.18866 -1.20098 3.12113 -0.1 -0.5 -0.6 0.0288
C -0.44681 -2.38725 2.55838 0.4 0.2 0.4 -0.4201
C -0.63361 -2.48062 1.19850 -1.0 0.9 -0.2 -0.1854
H 0.09066 -3.07337 3.20172 -0.1 0.0 -0.2 0.2099
C -1.41883 -1.38049 0.71232 0.3 -1.3 -0.6 -0.3110
C -1.68960 -0.51456 1.82088 0.8 0.5 0.5 -0.5165
H 2.22002 0.20404 -0.35711 -0.2 0.0 0.4 0.2645
H 1.96668 2.19893 3.56356 -0.2 -0.5 -0.4 0.2349
H 2.87987 -0.31310 3.93427 -0.3 0.0 -0.1 0.2246
H -2.53578 0.17487 1.86378 0.2 -0.3 0.1 0.2356
H -0.28943 -3.29755 0.56393 0.1 0.3 0.2 0.2105
H -2.00609 -1.48345 3.81067 0.2 0.2 0.0 0.1882
Ga 0.09296 0.49431 1.63479 -0.7 0.3 -0.1 1.3652
C -2.12504 -1.32396 -0.61830 0.3 -0.1 0.3 -0.0060
C -3.41013 -2.15324 -0.42088 -0.3 0.2 -0.4 -0.5988
C -1.28032 -1.97786 -1.71976 -0.1 0.1 -0.1 -0.6122
H -3.16286 -3.18174 -0.12477 0.0 0.3 -0.1 0.2202
H -3.99701 -2.19485 -1.34569 -0.1 -0.1 0.0 0.1859
H -4.03555 -1.71566 0.36657 0.1 -0.1 -0.1 0.2051
H -1.07178 -3.02810 -1.47121 0.0 0.3 -0.1 0.2149
H -0.32343 -1.45368 -1.85553 -0.2 -0.1 0.0 0.2175
H -1.83526 -1.95755 -2.66983 0.2 -0.1 0.1 0.1960
C -2.54082 0.12767 -1.05296 -0.4 -0.3 -0.2 -0.4878
C -1.46954 1.11437 -1.49799 0.2 0.2 0.2 0.7031
H -3.11305 0.58385 -0.22838 0.3 0.0 -0.3 0.2361
H -3.25169 -0.00188 -1.89050 0.2 0.1 0.3 0.2065
O -0.58474 1.59149 -0.77059 -0.8 -1.1 0.3 -0.6435
N -1.49320 1.54493 -2.79964 0.5 0.5 0.9 -0.6143
C -0.47794 2.58626 -3.07223 -0.4 -0.2 -0.3 -0.2429
H -2.32246 1.46119 -3.37031 0.2 -0.1 0.2 0.4076
C 0.90871 1.98868 -3.07886 0.5 -0.2 -0.3 -0.0275
C 1.98427 2.60458 -2.42772 -0.2 -0.2 -0.1 -0.2160
H 1.80075 3.53100 -1.87474 0.1 -0.3 -0.1 0.2134
C 3.25637 2.03126 -2.47495 0.0 0.0 -0.1 -0.1971
H 4.09231 2.52628 -1.96911 -0.3 -0.2 -0.2 0.2178
C 3.46374 0.83783 -3.17716 0.0 0.1 0.0 -0.2282
H 4.46560 0.40161 -3.22887 -0.4 0.1 0.1 0.2178
C 2.39217 0.22051 -3.82612 -0.2 0.1 -0.1 -0.2235
H 2.53445 -0.71443 -4.37630 0.0 0.4 0.2 0.2155
C 1.12157 0.80377 -3.79064 0.3 0.1 0.2 -0.1709
H 0.27353 0.34382 -4.30466 0.3 0.0 0.2 0.2076
H -0.52757 3.38378 -2.31773 -0.1 -0.2 -0.2 0.2173
H -0.71962 2.99693 -4.05419 0.1 0.1 0.0 0.2108
C -0.29376 -0.37948 5.22928 0.1 -0.1 -0.2 -0.2502
O -0.31709 -0.24667 3.81177 -1.0 -0.2 0.4 -0.5856
H 0.24428 -1.29785 5.51315 -0.1 0.3 0.1 0.1775
H -1.32725 -0.41543 5.61420 0.4 0.1 0.1 0.1765
H 0.23045 0.50559 5.61146 -0.2 -0.3 0.0 0.1949

Record 3
57
Properties=species:S:1:pos:R:3:forces:R:3:mulliken_spin:R:1 method="wB97M-V/def2-TZVPD" total_charge=+2 homo_lumo_gap_ev="5.20 / 7.09" e_lumo_ev="-8.809 / -6.929" s_squared=6.220 energy_ev=-76032.6708 multiplicity=5
Mn 0.88445 0.42378 1.11970 -0.7 0.9 -1.3 4.1045
I -2.82251 0.81093 2.32393 0.4 0.0 0.4 0.0009
C -1.12219 0.40352 3.50961 -0.9 0.2 -0.5 -0.0072
C -1.26788 0.17043 4.87071 0.1 0.0 -0.1 0.0016
C -0.14567 -0.15251 5.61536 0.2 0.1 -0.3 0.0111
C 1.09013 -0.22127 4.97184 -0.1 0.1 0.0 -0.0138
C 1.14337 0.05795 3.62503 0.4 -0.1 0.3 0.0379
N 0.05790 0.36302 2.88512 -0.2 -0.2 1.3 -0.0590
H -2.24136 0.24052 5.33052 -0.1 0.0 0.0 0.0007
H -0.22558 -0.34021 6.67665 0.0 0.0 0.0 0.0005
H 1.98493 -0.47862 5.51520 0.1 0.0 0.0 -0.0005
H 2.10327 0.03909 3.08767 -0.1 -0.1 0.2 -0.0009
N 0.87986 2.65354 0.90989 0.5 -0.4 0.1 0.0312
C -0.36027 2.88791 0.21887 -0.6 0.1 -0.6 -0.0573
C -1.29177 3.80389 0.69712 0.2 -0.2 0.0 -0.0116
C -2.44567 4.05130 -0.02905 0.0 -0.1 0.0 0.0070
C -2.67553 3.38071 -1.22209 0.0 -0.1 0.0 -0.0047
C -1.76091 2.44434 -1.68705 -0.1 0.1 0.1 0.0046
C -0.60055 2.19230 -0.97548 0.4 0.0 0.5 0.0106
H 0.96642 3.28277 1.71248 0.0 -0.3 -0.2 0.0049
H 1.65813 2.84989 0.27049 -0.1 -0.1 0.3 0.0102
H -1.11117 4.33450 1.62194 0.1 0.1 0.1 -0.0008
H -3.15890 4.77948 0.32647 0.0 0.1 0.0 0.0004
H -3.55705 3.59490 -1.80566 -0.1 0.0 0.0 -0.0002
H -1.94699 1.93909 -2.62174 0.0 -0.1 -0.1 0.0001
H 0.15268 1.49081 -1.34343 -0.2 0.2 -0.1 -0.0143
C -2.63629 -1.22133 -0.88261 -0.1 0.6 0.0 0.0172
Te -0.94522 -1.63937 0.42444 -0.2 -0.6 -0.7 -0.2841
C -0.27981 -2.75145 -1.30738 0.6 0.2 -0.2 0.0114
C -1.50911 -3.09465 -2.09088 -0.8 0.3 0.2 -0.0022
C -1.52527 -4.14627 -2.99734 0.0 0.0 0.0 -0.0024
C -2.67878 -4.42950 -3.71159 -0.2 0.2 0.1 -0.0004
C -3.83024 -3.67407 -3.50399 0.3 -0.1 0.0 -0.0001
C -3.82461 -2.63110 -2.59205 0.0 0.0 0.0 -0.0034
C -2.66729 -2.32997 -1.88753 0.7 -0.6 0.0 -0.0079
H -2.49640 -0.24111 -1.34879 0.1 -0.1 0.2 0.0009
H -3.55265 -1.19464 -0.29243 0.2 0.0 0.2 0.0035
H 0.27886 -3.63950 -1.01584 0.0 0.1 0.2 0.0009
H 0.37839 -2.09197 -1.88053 0.1 0.0 0.2 -0.0018
H -0.64093 -4.75031 -3.13453 0.1 -0.1 0.0 0.0000
H -2.68973 -5.24800 -4.41648 0.0 0.0 0.0 0.0000
H -4.73580 -3.91264 -4.04068 -0.1 0.0 0.0 0.0000
H -4.72653 -2.06573 -2.41651 -0.1 0.1 0.0 -0.0001
C 3.66051 -0.57419 -1.77486 -0.3 0.2 0.5 0.0114
C 3.44541 0.24210 -0.48970 1.9 0.5 -0.4 -0.0330
C 4.39515 -0.25918 0.61764 -0.4 0.1 -0.4 0.0089
C 3.73764 1.73265 -0.75872 -0.1 -0.6 0.1 0.0137
O 2.14181 0.09701 -0.03328 -1.2 -0.6 0.1 0.2165
H 4.69452 -0.47664 -2.09146 0.1 0.0 -0.1 -0.0010
H 3.01515 -0.21578 -2.57362 -0.1 0.1 -0.1 -0.0019
H 3.44972 -1.62579 -1.59653 0.0 -0.1 0.0 -0.0005
H 5.42659 -0.18471 0.28758 0.1 0.0 0.0 -0.0007
H 4.17818 -1.29882 0.85682 0.0 -0.1 0.0 -0.0017
H 4.27240 0.35487 1.51148 0.0 0.0 0.1 -0.0006
H 4.75601 1.83533 -1.11816 0.1 0.1 -0.1 0.0003
H 3.65555 2.29917 0.16872 0.0 0.1 0.1 0.0012
H 3.06564 2.13351 -1.51530 -0.1 0.1 -0.1 0.0001

Record 4
63
Properties=species:S:1:pos:R:3:forces:R:3:mulliken_spin:R:1 method="wB97M-V/def2-TZVPD" total_charge=-1 homo_lumo_gap_ev="6.95 / 6.69" e_lumo_ev="1.963 / 1.801" s_squared=0.756 energy_ev=-64584.8963 de_lowest_kcal_mol=55.3 multiplicity=2
Ir -1.41607 -0.97835 0.19463 -1.2 1.1 -1.7 0.8737
O 1.32750 2.68474 0.26482 0.0 0.1 0.0 0.0002
C 0.39009 3.60396 -0.00893 -0.2 -0.2 0.0 0.0004
C 0.80767 4.90972 -0.26637 0.1 0.1 0.0 0.0004
C -0.11529 5.89903 -0.54272 0.1 -0.1 0.0 -0.0008
C -1.47627 5.61006 -0.55205 -0.1 0.1 0.0 0.0005
C -1.89806 4.31697 -0.31697 0.1 0.0 0.0 -0.0015
C -0.98265 3.29248 -0.06424 0.2 0.4 0.0 -0.0007
C -1.43959 1.90483 0.09382 -0.6 -1.0 0.2 -0.0019
O -0.60515 1.01567 0.50681 0.3 -0.2 -0.1 0.0070
N -2.69128 1.63705 -0.20372 0.3 1.4 -0.3 0.0011
N -3.04416 0.33466 -0.11465 -0.1 -1.6 0.1 -0.0471
C -4.28608 0.13731 -0.45295 1.0 0.8 0.2 0.0390
C -5.07205 -1.05205 -0.37476 -0.6 -1.4 -0.1 -0.0059
C -6.34123 -1.06033 -0.98932 0.5 0.3 0.0 0.0001
C -7.14548 -2.17699 -0.99421 -0.3 -0.3 0.0 -0.0036
C -6.72450 -3.35033 -0.37651 0.2 0.2 0.0 0.0065
C -5.48877 -3.37262 0.24985 -0.3 -0.2 0.1 0.0042
C -4.69547 -2.24200 0.27225 0.3 0.5 -0.1 0.0131
O -3.51174 -2.29664 0.97500 -1.3 -1.2 -0.1 0.0200
H 0.86611 1.81705 0.37422 0.0 0.0 0.0 -0.0003
H 1.86968 5.11839 -0.25389 0.0 0.0 0.0 0.0000
H 0.23257 6.90073 -0.76364 0.0 0.0 0.0 -0.0001
H -2.20051 6.38885 -0.75346 0.0 0.0 0.0 0.0000
H -2.94822 4.06308 -0.32494 0.0 0.0 -0.1 0.0000
H -4.77241 1.02345 -0.84941 -0.1 0.0 0.1 0.0036
H -6.66795 -0.16055 -1.49759 0.0 0.0 0.0 0.0001
H -8.11056 -2.14557 -1.48431 0.0 0.0 0.0 0.0000
H -7.34729 -4.23451 -0.38266 0.0 0.0 0.0 0.0005
H -5.11947 -4.26597 0.73629 0.0 0.0 0.0 -0.0009
S -1.51142 -4.01312 0.72939 -1.3 -0.5 -0.6 -0.0227
C -2.41557 -2.74567 0.20688 3.4 1.7 2.0 -0.0278
C 1.19142 -2.42529 2.78143 0.1 0.0 -0.2 0.0077
C 2.45868 -1.82071 2.18068 0.0 0.0 0.3 0.0026
C 3.68739 -2.36241 2.90902 -0.1 0.1 -0.2 -0.0002
C 2.40320 -0.29898 2.28667 0.1 -0.1 -0.2 0.0022
O 2.63020 -2.28310 0.82738 -0.1 0.1 -0.1 0.0051
P 1.94687 -1.77663 -0.54055 -0.2 0.0 0.2 0.0062
O 2.33756 -2.69981 -1.61597 0.2 0.1 -0.1 0.0031
O 0.45907 -1.56801 -0.31817 -0.2 -0.1 0.4 0.1088
O 2.53307 -0.27500 -0.70885 0.0 -0.2 0.0 0.0066
C 3.55819 0.11741 -1.64733 0.3 0.1 -0.2 0.0016
C 2.96779 0.10680 -3.05765 -0.1 -0.1 0.2 0.0000
C 3.95185 1.54073 -1.25430 -0.2 -0.1 0.0 0.0000
C 4.78958 -0.78816 -1.56286 -0.3 -0.1 0.1 -0.0001
H 1.13546 -2.20500 3.84906 0.0 0.0 0.0 0.0005
H 1.18443 -3.50581 2.63155 0.0 0.0 0.0 0.0004
H 0.31473 -2.01041 2.29055 -0.1 0.0 0.0 0.0018
H 3.65802 -2.09586 3.96646 0.0 0.0 0.0 0.0001
H 4.59094 -1.94838 2.45891 0.0 0.0 0.0 0.0000
H 3.71590 -3.44792 2.80949 0.0 0.0 0.0 0.0001
H 2.26732 -0.01138 3.33056 0.0 0.0 0.0 0.0001
H 1.56565 0.08040 1.70495 -0.1 0.1 0.1 -0.0039
H 3.31959 0.15746 1.91101 0.0 0.0 0.0 -0.0001
H 2.11270 0.78474 -3.09709 0.0 0.0 0.0 0.0002
H 2.62656 -0.90009 -3.29520 0.0 0.0 -0.1 0.0001
H 3.71293 0.42307 -3.78967 0.0 0.0 0.0 0.0000
H 3.06102 2.13703 -1.05995 0.1 0.0 -0.1 0.0002
H 4.52763 1.99486 -2.06247 0.1 0.0 0.0 0.0000
H 4.56327 1.53361 -0.34981 0.0 0.0 0.0 0.0000
H 4.51011 -1.81577 -1.78091 0.0 -0.1 -0.1 -0.0001
H 5.20960 -0.74778 -0.55526 0.0 0.0 0.0 0.0000
H 5.54285 -0.45297 -2.27835 0.0 0.0 0.0 0.0000